A molecular structure, C30H34N7O6PSTl, computed with ωB97M-V/def2-TZVPD.

The geometry in XYZ format:
```
80
Properties=species:S:1:pos:R:3:mulliken_charge:R:1
Tl -0.843 -0.151 -0.554 2.218
O 0.416 0.555 -2.617 -0.560
C 1.722 -0.016 -2.440 -0.475
C 2.370 0.729 -1.306 -0.975
N 1.675 0.546 -0.014 0.905
C 2.000 1.683 0.879 -1.346
C 0.999 2.813 0.961 0.610
O 0.560 3.215 2.002 -0.573
O 0.740 3.392 -0.234 -0.136
C 2.036 -0.721 0.639 -1.847
C 0.919 -1.327 1.503 1.045
O 1.413 -2.489 2.062 -0.620
O -0.194 -1.616 0.795 -1.077
H -0.071 0.027 -3.264 0.263
H 2.320 0.122 -3.340 0.525
H 1.639 -1.089 -2.240 0.243
H 2.324 1.788 -1.554 0.487
H 3.423 0.435 -1.222 0.308
H 2.956 2.123 0.570 0.571
H 2.128 1.331 1.898 0.592
H 2.943 -0.626 1.240 0.247
H 2.197 -1.481 -0.127 0.404
C -0.675 2.212 4.756 -0.887
N 0.000 1.114 4.060 0.407
C 1.217 0.628 4.460 -0.242
C 1.655 -0.346 3.601 -1.010
N 0.633 -0.381 2.661 0.424
C -0.392 0.487 2.927 0.322
P -2.086 1.014 2.419 -0.434
C -1.839 2.135 0.894 -0.046
N -1.462 1.781 -0.260 -0.725
C -0.216 4.389 -0.291 -0.846
C -1.387 4.436 0.323 0.046
N -1.994 3.494 1.162 0.615
C -2.868 4.037 2.196 -0.982
C -3.015 -0.370 1.686 -0.039
N -2.894 -0.966 0.513 0.142
C -3.904 -1.880 0.414 -0.535
C -4.649 -1.842 1.557 -1.092
N -4.082 -0.891 2.357 0.193
C -4.582 -0.504 3.677 -0.790
H -0.040 2.499 5.588 0.319
H -1.645 1.901 5.134 0.334
H -0.787 3.067 4.093 0.321
H 1.688 1.026 5.345 0.422
H 1.936 -2.177 2.838 0.476
H 0.071 5.169 -0.979 0.456
H -1.964 5.340 0.165 0.382
H -3.540 4.772 1.750 0.388
H -2.297 4.528 2.987 0.349
H -3.476 3.254 2.637 0.263
H -4.002 -2.554 -0.421 0.516
H -5.513 -2.408 1.863 0.402
H -5.449 -1.119 3.900 0.315
H -4.877 0.542 3.684 0.303
H -3.824 -0.670 4.437 0.326
O -1.133 -1.610 -2.354 -0.380
S -1.424 -2.907 -3.107 -0.010
C -2.763 -2.556 -4.196 0.398
C -3.904 -1.898 -3.746 0.082
C -4.893 -1.584 -4.659 -0.859
C -4.738 -1.926 -6.002 -0.464
C -3.593 -2.575 -6.437 -0.702
C -2.588 -2.888 -5.530 -0.387
C -2.181 -3.992 -1.920 0.821
C -1.692 -3.961 -0.623 -0.299
C -2.212 -4.856 0.304 -0.505
C -3.188 -5.766 -0.075 -0.640
C -3.651 -5.797 -1.387 -0.607
C -3.145 -4.911 -2.324 -0.624
H -4.003 -1.620 -2.705 0.415
H -5.788 -1.073 -4.327 0.441
H -5.515 -1.676 -6.712 0.406
H -3.475 -2.832 -7.482 0.419
H -1.686 -3.393 -5.857 0.448
H -0.935 -3.253 -0.313 0.292
H -1.839 -4.834 1.320 0.537
H -3.589 -6.461 0.652 0.423
H -4.408 -6.512 -1.682 0.417
H -3.504 -4.931 -3.346 0.478
```

Properties
Charge ... +1
HOMO-LUMO gap ... 0.279 Ha
HOMO level ... -10.3 eV
LUMO energy ... -2.75 eV
Molar mass ... 856.07 g mol⁻¹

***

2 unconnected molecules or ions with the total composition C4H10N, computed with ωB97M-V/def2-TZVPD.

The geometry in XYZ format:
```
15
Properties=species:S:1:pos:R:3:mulliken_charge:R:1
C -1.749 -2.038 -0.512 -0.109
N -0.504 -2.278 -0.597 -0.094
H -2.251 -2.291 0.421 0.299
H -2.266 -1.615 -1.368 0.302
H 0.012 -2.087 -1.455 0.297
H 0.024 -2.600 0.209 0.287
C 0.844 2.066 -0.582 -1.063
C 0.394 0.989 0.381 0.213
C 0.947 0.796 1.565 -0.823
H -0.026 2.387 -1.162 0.317
H 1.137 2.955 -0.024 0.335
H 1.630 1.721 -1.250 0.258
H -0.550 0.486 0.183 0.270
H 0.572 0.101 2.308 0.251
H 1.787 1.406 1.882 0.259
```

Properties
Charge ... +1
HOMO-LUMO gap ... 0.264 Ha
HOMO level ... -13.1 eV
LUMO energy ... -5.93 eV
Molar mass ... 72.13 g mol⁻¹

***

2 unconnected molecules or ions with the total composition C3H3FN2, computed with ωB97M-V/def2-TZVPD.

The geometry in XYZ format:
```
9
Properties=species:S:1:pos:R:3:mulliken_charge:R:1
C 2.186 1.318 0.138 -1.082
C 1.119 0.643 0.007 0.745
N 0.063 0.103 0.158 -0.249
C -1.090 -0.180 -0.260 0.605
N -2.179 -0.403 -0.565 -0.581
H 1.931 2.450 0.120 0.187
H 3.153 1.187 -0.050 0.377
F -2.368 -2.839 0.487 -0.418
H -2.815 -2.280 -0.036 0.417
```

Properties
HOMO-LUMO gap ... 0.347 Ha
Structure (SMILES) ... C=C=NC#N.F
HOMO level ... -9.8 eV
LUMO energy ... -0.33 eV
Molar mass ... 86.07 g mol⁻¹

***

A gas-phase ion, C5H8NO (charge +1), computed with ωB97M-V/def2-TZVPD.

The geometry in XYZ format:
```
15
Properties=species:S:1:pos:R:3:mulliken_charge:R:1
C -0.110 -1.380 1.714 -0.657
C -1.065 -1.344 0.694 -0.062
C 0.894 -0.411 1.780 0.419
C -1.046 -0.342 -0.361 -0.272
C 0.785 1.018 -1.191 -0.762
N -0.077 0.704 -0.085 -0.295
O 1.664 0.060 2.626 -0.315
H -0.154 -2.063 2.466 0.507
H -1.949 -2.038 0.564 0.387
H -0.745 -0.708 -1.389 0.328
H -2.081 0.096 -0.479 0.343
H 1.701 1.308 -0.796 0.302
H 0.357 1.979 -1.636 0.308
H 0.884 0.211 -2.019 0.341
H 2.268 0.791 2.503 0.427
```

Properties
Charge ... +1
HOMO-LUMO gap (alpha / beta) ... 0.305 / 0.284 Ha
HOMO level (alpha / beta) ... -13.9 / -13.5 eV
LUMO energy (alpha / beta) ... -5.65 / -5.80 eV
Molar mass ... 98.12 g mol⁻¹

***

A gas-phase ion, C6H15N2O (charge +1), computed with ωB97M-V/def2-TZVPD.

The geometry in XYZ format:
```
24
Properties=species:S:1:pos:R:3:mulliken_charge:R:1
C -0.206 -0.214 1.212 -0.594
C -1.737 -0.228 1.402 -0.898
C -1.882 -0.476 -1.111 -0.387
C 2.218 -0.501 -0.105 -1.509
C 2.205 1.714 1.053 -1.490
C 1.557 0.891 -0.016 0.421
N 0.136 0.773 0.263 -0.177
N -2.454 -0.896 0.259 -0.042
O -2.724 0.441 -1.586 -0.289
H 0.099 0.190 2.080 0.491
H 0.187 -1.164 0.984 0.406
H -2.129 -0.697 2.252 0.471
H -2.070 0.866 1.274 0.366
H -0.436 0.589 -0.593 0.235
H 1.686 -1.187 -0.831 0.318
H 3.182 -0.299 -0.499 0.456
H 2.207 -1.018 0.816 0.457
H 2.581 1.159 1.991 0.285
H 1.455 2.403 1.531 0.357
H 3.087 2.174 0.689 0.459
H 1.607 1.494 -0.902 0.440
H -2.263 -1.922 0.261 0.425
H -3.464 -0.732 0.428 0.388
H -2.759 0.609 -2.502 0.409
```

Properties
Charge ... +1
HOMO-LUMO gap ... 0.277 Ha
HOMO level ... -12.6 eV
LUMO energy ... -5.04 eV
Molar mass ... 131.20 g mol⁻¹

***

C19H23N3O5 in the gas phase, computed with ωB97M-V/def2-TZVPD.

The geometry in XYZ format:
```
50
Properties=species:S:1:pos:R:3:mulliken_charge:R:1
C -0.187 4.092 3.447 -1.124
C 0.526 2.750 3.375 -0.321
O 0.924 2.443 2.036 -0.350
C 0.003 1.906 1.235 -0.250
O -1.122 1.651 1.578 -0.662
C 0.550 1.672 -0.158 1.408
C 0.816 3.018 -0.846 -1.000
C 1.435 2.787 -2.222 -0.613
C 2.699 1.936 -2.096 -1.023
N 2.383 0.687 -1.433 0.180
C 2.388 -0.452 -2.156 0.656
O 2.775 -0.497 -3.312 -0.694
C 1.870 -1.693 -1.519 0.778
C 1.126 -2.676 -2.220 -0.568
C 0.852 -3.617 -1.268 0.250
C 0.002 -4.848 -1.274 -0.551
O -0.913 -4.849 -0.199 -0.479
C -1.660 -3.715 -0.003 0.676
C -2.157 -3.493 1.282 -0.538
C -2.883 -2.348 1.530 -0.551
C -3.098 -1.438 0.494 0.552
C -3.818 -0.149 0.718 -1.092
N -2.651 -1.672 -0.731 -0.545
C -1.962 -2.771 -0.979 -0.255
O 1.406 -3.238 -0.106 -0.193
N 2.024 -2.052 -0.268 -0.605
C 1.859 0.864 -0.102 -1.679
H -0.425 4.323 4.482 0.403
H 0.447 4.879 3.045 0.296
H -1.110 4.053 2.874 0.306
H -0.129 1.952 3.740 0.333
H 1.454 2.763 3.950 0.335
H -0.204 1.111 -0.720 0.386
H -0.117 3.576 -0.942 0.380
H 1.502 3.600 -0.226 0.351
H 1.683 3.741 -2.687 0.439
H 0.721 2.268 -2.864 0.348
H 3.109 1.698 -3.079 0.493
H 3.455 2.466 -1.507 0.336
H 0.852 -2.656 -3.252 0.480
H -0.507 -4.930 -2.244 0.298
H 0.615 -5.741 -1.117 0.341
H -1.954 -4.220 2.054 0.473
H -3.272 -2.148 2.517 0.389
H -4.625 -0.273 1.436 0.422
H -3.115 0.586 1.111 0.078
H -4.212 0.222 -0.223 0.329
H -1.648 -2.887 -2.007 0.478
H 1.702 -0.105 0.368 0.809
H 2.594 1.421 0.488 0.094
```

Properties
HOMO-LUMO gap ... 0.346 Ha
Structure (SMILES) ... CCOC(=O)[C@H]1CCCN(C(=O)c2cc(COc3ccc(C)nc3)on2)C1
HOMO level ... -8.7 eV
LUMO energy ... 0.72 eV
Molar mass ... 373.41 g mol⁻¹

***

Computed values of energy above the lowest of the compared OMol25 structures with the same formula, charge and spin (unit: eV) for the preceding records, in sequence: 5.373, 2.251, 2.813, 4.997, 4.179, 3.998.